{
  "formula": "C3H8OS2",
  "method": "ωB97M-V/def2-TZVPD",
  "species": ["C", "C", "O", "H", "H", "H", "H", "C", "S", "S", "H", "H", "H", "H"],
  "positions_angstrom": [[-1.616362, 0.349513, 0.626035], [-0.795133, 0.322297, 1.639499], [0.032918, 1.422410, 1.867647], [-2.254349, -0.453419, 0.278583], [-1.722853, 1.256874, 0.041349], [-0.521344, -0.540965, 2.229208], [0.114559, 1.565599, 2.829127], [1.141021, -1.501783, -1.157866], [0.362080, -0.462694, -2.417244], [1.125522, 1.372113, -2.092992], [0.946635, -2.545017, -1.414659], [0.673326, -1.262679, -0.202745], [2.202308, -1.351583, -1.101499], [0.311668, 1.829339, -1.124442]],
  "forces_ev_per_a": [[-1.090, 0.175, -1.099], [1.436, 0.516, 0.318], [-0.424, -0.172, 0.673], [0.306, -0.252, 0.378], [0.091, 0.097, 0.159], [-0.402, -0.190, 0.189], [0.053, -0.165, -0.645], [-0.579, 0.059, 0.254], [-0.229, -0.567, -0.254], [0.351, 0.483, 0.098], [-0.099, 0.098, -0.059], [0.148, -0.154, 0.028], [0.482, 0.181, -0.087], [-0.045, -0.106, 0.047]],
  "mulliken_charge": [-0.7992, 0.1248, -0.4673, 0.2333, 0.2508, 0.3500, 0.3145, -0.5422, -0.0646, -0.1825, 0.2883, 0.0518, 0.3168, 0.1255],
  "de_lowest_kcal_mol": 22.02,
  "e_tot_ha": -990.67551,
  "homo_ev": -8.91,
  "homo_lumo_gap_ev": 9.64,
  "max_force_ha_per_bohr": 0.0303,
  "spin_multiplicity": 1,
  "smiles": "C=CO.CSS"
}



{
  "formula": "C3H6O2S",
  "method": "ωB97M-V/def2-TZVPD",
  "species": ["C", "C", "C", "H", "H", "H", "H", "H", "H", "O", "O", "S"],
  "positions_angstrom": [[0.449190, 1.155701, 0.196268], [0.089985, -0.295144, 0.654927], [0.357217, -1.497924, -0.107502], [-0.547733, 1.880371, -1.247813], [0.460341, 1.889406, 1.236154], [1.366107, 1.542615, -0.402237], [0.612230, -0.472158, 1.689563], [-1.247785, -0.535090, 0.654441], [-1.321957, -0.640624, -0.958538], [-0.667117, 1.099719, -0.786864], [1.246042, -2.196591, 0.399905], [-0.796521, -1.930281, -1.328305]],
  "forces_ev_per_a": [[-1.337, -0.278, 0.698], [-1.124, 1.017, 3.947], [3.246, -2.402, 1.851], [-0.327, 2.494, -2.173], [-0.917, -1.704, -3.121], [-1.065, -1.658, 1.175], [-1.427, 0.149, -1.813], [3.926, 1.863, 1.241], [-0.021, -1.972, -1.651], [0.824, 0.998, 2.001], [-1.150, -0.023, -2.121], [-0.629, 1.516, -0.033]],
  "mulliken_charge": [-0.1837, -0.9278, 0.7309, 0.2718, 0.2164, 0.3243, 0.2306, 0.3659, 0.1881, -0.4643, -0.5431, -0.2090],
  "de_lowest_kcal_mol": 98.31,
  "e_tot_ha": -666.43736,
  "homo_ev": -9.50,
  "homo_lumo_gap_ev": 9.92,
  "max_force_ha_per_bohr": 0.0879,
  "spin_multiplicity": 1
}



{
  "formula": "C42H82Cl2N5O6",
  "method": "ωB97M-V/def2-TZVPD",
  "species": ["C", "C", "C", "C", "C", "C", "C", "C", "C", "C", "C", "N", "C", "Cl", "C", "C", "Cl", "C", "N", "C", "C", "C", "C", "C", "C", "C", "O", "C", "C", "O", "C", "C", "C", "C", "C", "C", "N", "H", "H", "H", "H", "H", "H", "H", "H", "H", "H", "H", "H", "H", "H", "H", "H", "H", "H", "H", "H", "H", "H", "H", "H", "H", "H", "H", "H", "H", "H", "H", "H", "H", "H", "H", "H", "H", "H", "H", "H", "H", "H", "H", "H", "H", "H", "H", "H", "H", "H", "H", "H", "C", "O", "C", "C", "N", "C", "C", "O", "C", "H", "H", "H", "H", "H", "H", "H", "H", "H", "H", "H", "H", "H", "H", "H", "C", "O", "C", "C", "N", "C", "C", "O", "C", "H", "H", "H", "H", "H", "H", "H", "H", "H", "H", "H", "H", "H", "H", "H"],
  "positions_angstrom": [[-7.045868, 0.189869, -1.794806], [-5.894516, -0.532945, -0.877774], [-5.599091, -2.115065, -1.291071], [-4.133461, -2.501352, -0.590361], [-3.789304, -4.105373, -0.654449], [-2.845546, -4.629147, 0.617852], [-1.324611, -5.076191, 0.135868], [-0.126148, -4.272154, 0.981491], [0.801927, -3.371338, -0.025014], [1.351579, -4.045425, -1.440033], [-0.033483, -1.941058, -0.244611], [0.349925, -1.261739, 1.076172], [0.460116, 0.230002, 0.851899], [2.133006, 0.956337, 1.185894], [-0.784731, 1.042689, 1.618387], [-1.964926, -0.043290, 1.957684], [-0.223905, 2.072624, 3.052945], [1.517382, -1.972731, 1.729522], [1.955883, -2.005635, 3.041722], [1.242306, -1.222663, 4.121297], [2.207563, -0.293043, 5.064369], [3.494484, 0.376635, 4.302186], [4.796157, 0.154020, 5.327239], [6.214574, -0.062163, 4.531815], [7.030815, 1.322197, 4.208885], [7.483036, 1.326196, 2.602953], [6.340742, 1.909678, 1.871076], [6.423365, 1.623139, 0.419619], [3.179539, -2.881328, 3.383993], [2.831044, -4.337543, 3.298363], [4.096908, -5.105368, 3.121403], [5.390028, -4.960154, 4.158339], [6.804869, -5.782670, 3.945877], [7.011837, -6.838004, 2.674028], [5.745237, -6.980698, 1.637510], [4.315930, -6.157319, 1.846616], [2.096569, -2.741859, 0.523605], [-7.582407, 1.010459, -1.116911], [-7.870819, -0.543103, -2.186774], [-6.572461, 0.751224, -2.710388], [-4.904833, 0.079263, -1.016967], [-6.243088, -0.470974, 0.242380], [-6.428292, -2.808574, -0.796915], [-5.586517, -2.251699, -2.464919], [-3.316053, -1.832203, -1.145708], [-4.253333, -2.178344, 0.551786], [-4.827294, -4.688838, -0.609405], [-3.311165, -4.341854, -1.697556], [-2.862231, -3.759624, 1.400504], [-3.398396, -5.572781, 1.081735], [-1.277476, -4.877012, -1.017698], [-1.136574, -6.218642, 0.350247], [-0.721524, -3.633883, 1.793855], [0.599266, -5.012934, 1.546728], [0.836580, -5.094856, -1.627795], [2.523467, -4.178876, -1.448656], [1.037733, -3.353777, -2.360571], [0.497972, -1.551020, -1.237215], [-1.186391, -2.160240, -0.302622], [0.248927, 0.405513, -0.310052], [-1.244909, 1.800770, 0.822436], [-1.669043, -0.870463, 2.734810], [-2.940823, 0.517534, 2.277790], [-2.209560, -0.627235, 0.945727], [0.753870, -2.034623, 4.847633], [0.323570, -0.650021, 3.644052], [2.479189, -0.932782, 6.012921], [1.534393, 0.608764, 5.456211], [3.771712, -0.102876, 3.271555], [3.347956, 1.559055, 4.236922], [4.902088, 1.103197, 6.002808], [4.655619, -0.810084, 6.017109], [6.908585, -0.699930, 5.259279], [6.102161, -0.723230, 3.547687], [6.395378, 2.302451, 4.352499], [8.018571, 1.457252, 4.851159], [7.730122, 0.230534, 2.232430], [8.471261, 1.966716, 2.422286], [7.355765, 0.954065, 0.168595], [5.409158, 1.112078, 0.088993], [6.596359, 2.676084, -0.106384], [3.526995, -2.681321, 4.484738], [4.030566, -2.594723, 2.597313], [5.356499, -4.219747, 5.089607], [7.748942, -5.683197, 4.667169], [8.027837, -7.435324, 2.566930], [5.833872, -7.717414, 0.731200], [3.401746, -6.255362, 1.112574], [2.626738, -3.611641, 0.749153], [-5.009344, -2.623358, -5.781890], [-5.144518, -1.364818, -5.135276], [-3.890327, -0.761600, -4.791401], [-3.593257, 0.446076, -5.697309], [-3.281439, 0.027859, -7.064558], [-3.291581, 1.123706, -8.044328], [-4.603791, 1.917273, -8.224698], [-5.661481, 1.172775, -8.829447], [-6.368513, 0.321074, -7.938446], [-5.993274, -3.100304, -5.804258], [-4.670616, -2.500889, -6.812049], [-4.321326, -3.279505, -5.237777], [-3.068137, -1.482300, -4.797969], [-3.997337, -0.397141, -3.761536], [-2.744509, 1.004407, -5.288116], [-4.472597, 1.095904, -5.670902], [-3.953608, -0.669691, -7.367143], [-3.035622, 0.678040, -9.012662], [-2.483146, 1.823234, -7.798720], [-4.388811, 2.737317, -8.920226], [-4.942804, 2.396975, -7.300546], [-6.456524, 0.745441, -6.935271], [-5.893634, -0.658710, -7.907548], [-7.377045, 0.175295, -8.338134], [0.138967, 4.329576, 0.196084], [-1.051025, 5.098162, 0.312283], [-1.401103, 5.407722, 1.667545], [-1.160936, 6.896677, 1.972070], [0.267465, 7.210334, 2.024900], [0.567038, 8.649335, 2.003364], [0.086260, 9.467579, 0.785371], [0.764724, 9.160353, -0.432827], [0.286377, 7.999702, -1.098595], [0.204474, 3.959522, -0.830982], [1.021634, 4.941018, 0.391017], [0.124718, 3.467663, 0.871997], [-0.889032, 4.761709, 2.385806], [-2.476958, 5.210166, 1.759264], [-1.621451, 7.147537, 2.933601], [-1.666195, 7.473271, 1.192027], [0.738275, 6.780057, 1.235504], [1.658139, 8.741107, 2.057055], [0.169593, 9.105557, 2.918312], [0.320389, 10.518488, 0.993274], [-0.999445, 9.430015, 0.647772], [-0.792316, 7.866728, -0.984885], [0.827099, 7.121872, -0.747203], [0.507606, 8.105909, -2.165327]],
  "forces_ev_per_a": [[-0.167, 0.644, 0.434], [-0.422, -0.282, -0.623], [0.467, 0.484, 0.900], [-0.915, 0.035, -0.175], [-0.638, 0.099, 0.143], [-0.672, -0.468, -0.760], [0.044, 0.074, 0.662], [0.192, -0.619, -0.210], [-1.011, 1.511, -1.594], [-1.097, -0.382, -0.387], [1.714, -2.968, -0.199], [2.374, 0.250, 0.256], [-1.433, 1.165, -0.647], [-1.573, -0.870, -0.330], [-0.775, -0.611, -1.357], [-0.228, -0.012, -0.586], [-0.652, -1.272, -0.961], [0.560, -0.830, -2.267], [-0.834, -0.106, -3.059], [-1.499, -0.153, 1.550], [-0.898, 0.723, -0.358], [1.007, 0.132, 1.801], [0.486, -0.252, -0.556], [0.705, -0.206, 0.894], [0.672, 0.291, -1.421], [0.326, 0.267, 0.902], [1.659, -1.743, -0.833], [0.229, 0.817, -0.206], [0.848, -0.036, -0.263], [3.219, 0.569, -0.729], [4.294, -2.498, -0.698], [0.675, -1.720, -2.226], [-2.530, -1.043, -2.985], [-4.338, 2.729, 0.814], [-0.209, 2.061, 3.106], [2.296, 1.196, 2.710], [-2.519, -0.759, 4.221], [1.105, -1.744, -1.592], [1.677, 1.294, 0.820], [-0.922, -1.224, 1.722], [-1.777, -1.151, 0.432], [0.886, -0.247, -2.123], [1.709, 1.460, -1.219], [-0.006, 0.279, 2.416], [-1.564, -1.444, 1.369], [0.497, -0.583, -2.421], [2.258, 1.286, -0.121], [-0.797, 0.296, 2.013], [0.303, -1.718, -1.290], [1.297, 2.111, -0.841], [0.187, -0.409, 2.243], [-0.584, 2.283, -0.664], [1.718, -1.046, -1.747], [-1.629, 1.308, -1.050], [1.203, 2.194, 0.436], [-2.454, 0.339, 0.155], [0.812, -1.499, 2.069], [-1.507, 0.004, 2.370], [2.323, 0.801, 0.020], [0.635, -0.414, 2.672], [1.184, -1.558, 1.873], [-0.505, 1.863, -1.392], [1.978, -1.062, -0.490], [0.481, 1.398, 2.161], [1.039, 1.621, -1.667], [2.282, -1.058, 0.808], [-0.220, 1.315, -2.005], [1.280, -2.137, -0.832], [-0.773, 1.020, 1.923], [0.190, -2.806, -0.340], [-0.217, -1.936, -1.087], [0.053, 2.154, -1.464], [-1.454, 1.285, -1.575], [0.004, 1.535, 2.016], [1.077, -2.071, -0.231], [-2.192, -0.526, -1.219], [-0.663, 2.063, 0.744], [-2.123, -1.165, 0.419], [-1.946, 1.134, 0.469], [2.182, 1.095, 0.528], [-0.584, -2.373, 0.843], [-0.883, 0.072, -2.260], [-1.805, -0.789, 1.828], [-0.051, -1.808, -2.270], [-2.608, 0.022, -1.547], [-2.521, 1.410, 0.105], [-0.300, 1.660, 1.960], [2.176, -0.026, 1.515], [0.139, 1.144, 0.584], [-0.324, 0.121, 0.120], [0.589, -0.298, 0.068], [-0.380, 0.761, -0.067], [-0.104, -0.709, -0.106], [-0.097, 0.187, 0.076], [-0.254, -0.185, -0.046], [0.250, -0.065, -0.476], [0.208, 0.217, 0.506], [-0.169, 0.073, -0.501], [0.103, 0.158, 0.048], [0.145, -0.157, -0.059], [0.024, 0.036, -0.076], [-0.051, -0.098, -0.210], [0.005, -0.008, -0.066], [-0.009, -0.017, -0.030], [-0.045, 0.086, 0.236], [0.122, 0.143, 0.120], [-0.054, 0.135, 0.092], [-0.123, -0.008, 0.058], [-0.034, -0.151, 0.033], [-0.062, -0.173, 0.104], [0.115, -0.047, 0.015], [-0.030, -0.139, 0.270], [0.152, 0.118, -0.007], [-0.325, 0.104, -0.242], [0.310, -0.405, 0.347], [-0.432, 0.728, -0.071], [0.366, -0.562, -0.202], [-0.135, 0.134, -0.073], [0.076, -0.140, -0.275], [0.456, 0.184, 0.206], [-0.475, -0.102, 0.257], [0.352, 0.347, -0.215], [-0.080, 0.132, 0.050], [0.181, -0.137, 0.116], [0.154, 0.245, -0.022], [0.175, 0.078, -0.137], [0.137, 0.042, 0.007], [0.040, -0.018, -0.038], [-0.242, -0.035, 0.004], [-0.148, 0.073, 0.151], [-0.149, 0.077, -0.023], [-0.068, -0.037, -0.120], [0.039, -0.147, -0.051], [-0.006, -0.200, -0.065], [0.039, -0.055, 0.112], [-0.168, -0.262, 0.002], [-0.022, 0.106, 0.152]],
  "mulliken_charge": [-0.8710, -0.3180, -0.4150, 0.1102, -0.6899, -0.4933, -0.6857, -0.2636, 0.4644, -1.0819, -0.2656, 1.0316, -0.1735, -0.0234, -0.3838, -0.3842, -0.1639, -1.0867, 0.7129, 0.1464, -0.8198, 0.1240, -0.8579, -0.2918, -0.6039, -0.5606, -0.2764, -0.5259, -0.7836, -0.3359, 0.5372, -0.2484, -0.4001, -0.3716, -0.3389, -0.2471, -0.3537, 0.3058, 0.2473, 0.1621, 0.1057, 0.3472, 0.4204, -0.0190, -0.0563, 0.1053, 0.3001, 0.2133, 0.2502, 0.4385, 0.3056, 0.2354, -0.0029, 0.4313, 0.3040, 0.3612, 0.2712, 0.7731, -0.8356, 0.4295, 0.5547, 0.2121, 0.4227, -0.1441, 0.3434, -0.5546, 0.3916, 0.3398, -0.1496, 0.3583, 0.3605, 0.2771, 0.2957, 0.0666, 0.2848, 0.3496, 0.3814, 0.2889, 0.3008, 0.1087, 0.2392, 0.2388, 0.5238, 0.2213, 0.2842, 0.3068, 0.2936, 0.2455, 0.2982, -0.8237, -0.2666, -0.6632, -0.2567, -0.3341, -0.6789, -0.4628, -0.4441, -0.4837, 0.2487, 0.3765, 0.2839, 0.4694, 0.2041, 0.3965, 0.1365, 0.1054, 0.3688, 0.3850, 0.3591, 0.3321, 0.2683, 0.1219, 0.3499, -0.1901, -0.3456, -0.5711, -0.1936, -0.3127, -0.6895, -0.4650, -0.4332, -0.4353, 0.2495, 0.3071, -0.2700, 0.1641, 0.3790, 0.4046, 0.1570, 0.0762, 0.3716, 0.3842, 0.3527, 0.3368, 0.2675, 0.0890, 0.3298],
  "e_tot_ha": -3294.02232,
  "homo_ev": -9.99,
  "homo_lumo_gap_ev": 6.62,
  "max_force_ha_per_bohr": 0.1009,
  "spin_multiplicity": 1,
  "charge": 1
}